1.
99
Properties=species:S:1:pos:R:3:forces:R:3:mulliken_charge:R:1 method="wB97M-V/def2-TZVPD" e_above_lowest_kcal_mol=33.74 e_homo_ev=-9.14 fmax_ha_per_bohr=0.0689 smiles=COC[C@H](C)N.COC[C@H](C)N.COC[C@H](C)N.OCCO.OCCO.OCCO.CO.CO.CO
C 4.7185 3.1137 -4.1455 0.6 -2.1 0.4 -0.7490
O 4.4685 4.4286 -3.9753 -1.7 2.2 0.4 -0.2834
C 5.1622 5.0061 -2.8799 0.6 2.5 -2.0 -0.7949
C 4.6330 6.5093 -2.5119 0.3 -2.7 1.1 0.1515
C 5.5496 7.0362 -1.4215 0.8 1.2 -0.5 -1.4150
N 3.3107 6.4452 -1.8961 0.5 0.3 -0.4 -0.6806
H 4.0163 2.5838 -4.7891 -0.1 0.6 -0.4 0.2658
H 4.6174 2.5845 -3.1980 0.1 -0.3 0.4 0.3135
H 5.7391 2.9505 -4.4917 0.2 -0.2 -0.3 0.3072
H 5.3246 4.2728 -2.0900 -0.5 0.3 0.6 0.4775
H 6.1348 5.2551 -3.3045 0.7 -0.3 0.3 0.3339
H 4.5861 7.1627 -3.3831 0.4 -0.2 -0.1 0.4262
H 5.2040 8.0498 -1.2182 0.0 0.0 0.3 0.3656
H 6.5898 7.1394 -1.7303 0.1 -0.1 -0.3 0.3967
H 5.5975 6.5009 -0.4732 -0.6 -0.4 -0.2 0.3063
H 3.4407 5.5945 -1.3674 -1.3 -0.2 0.3 0.2989
H 2.6332 6.3537 -2.6395 -0.3 -0.6 0.2 0.2798
C -7.5704 -5.8783 -1.7486 2.1 -0.3 0.6 -0.7479
O -6.9118 -4.6375 -1.5000 -0.2 0.5 -0.3 -0.3669
C -7.4597 -3.6079 -2.2874 0.0 0.6 -1.9 -0.8055
C -7.3142 -3.7507 -3.9186 -1.0 -0.1 0.8 0.4344
C -5.9661 -3.3974 -4.5934 -0.9 0.4 1.0 -1.1544
N -8.4197 -2.9054 -4.4511 -0.5 -0.1 0.3 -0.7487
H -7.0609 -6.3317 -2.5988 -0.9 0.0 -0.8 0.2999
H -8.6596 -5.8360 -1.7450 0.1 0.1 -0.3 0.3198
H -7.1819 -6.5396 -0.9740 -0.6 0.1 0.5 0.2612
H -8.4918 -3.4460 -1.9765 -0.7 -0.6 -0.7 0.3672
H -7.1214 -2.5961 -2.0644 1.2 -0.2 0.4 0.4100
H -7.6605 -4.7494 -4.1848 0.8 -0.4 0.2 0.3419
H -5.2782 -4.2334 -4.7201 -0.2 0.1 0.0 0.2838
H -5.4987 -2.6161 -3.9942 0.3 0.0 0.0 0.2818
H -6.2258 -2.9320 -5.5441 0.3 -0.3 -0.2 0.3493
H -9.1764 -3.5687 -4.5381 -0.6 0.3 0.4 0.2406
H -8.3600 -2.6092 -5.4148 0.9 0.2 -0.1 0.2336
C 2.5317 -3.4975 8.9662 -1.2 1.3 0.0 -0.6172
O 1.6542 -2.3028 9.0204 0.7 -1.3 -1.3 -0.3980
C 1.0344 -1.9227 7.7437 -0.1 0.4 1.3 -0.7518
C -0.1599 -2.8109 7.3941 0.7 -0.3 -2.3 0.5255
C -0.7778 -2.5137 5.9959 -0.1 0.3 0.9 -1.2819
N -1.1353 -2.7237 8.4055 -0.7 0.8 1.8 -0.7455
H 1.9568 -4.4139 8.8333 -0.1 0.0 -0.3 0.2579
H 3.0058 -3.5787 9.9443 0.2 0.3 -0.2 0.2558
H 3.2399 -3.3574 8.1495 0.2 -0.2 0.1 0.2806
H 0.6408 -0.9554 8.0561 -0.3 0.3 -0.4 0.2958
H 1.7047 -1.6943 6.9151 0.6 -0.6 0.1 0.4200
H 0.1245 -3.8597 7.4790 0.6 -0.2 -0.7 0.1737
H -1.4633 -3.3124 5.7125 0.6 -0.3 -0.4 0.3382
H -0.0427 -2.1951 5.2568 0.0 -0.6 -0.2 0.3247
H -1.4820 -1.6834 6.0485 0.1 0.4 0.4 0.3141
H -0.4826 -2.5982 9.1660 -0.4 -0.7 1.5 0.3163
H -1.4984 -1.7813 8.4138 -0.7 0.4 -0.4 0.2923
O -0.9892 -5.8508 -1.1415 -0.4 1.0 0.9 -0.5267
C -0.0633 -6.7134 -1.6932 -0.1 -2.1 -0.4 -0.4767
C 0.3341 -7.9399 -0.7879 -1.2 1.0 -0.4 -0.3001
O -0.7435 -8.9330 -0.6497 0.9 1.4 -0.6 -0.5155
H -1.8444 -6.2710 -1.0250 0.0 -0.2 -0.1 0.3159
H -0.4640 -7.0724 -2.6412 0.2 -0.3 -0.3 0.3024
H 0.8388 -6.1448 -1.9191 0.1 0.0 0.2 0.3267
H 0.5024 -7.4202 0.1553 0.3 -0.6 0.4 0.2629
H 1.2406 -8.3689 -1.2150 0.0 -0.2 0.2 0.3168
H -0.4313 -9.6579 -0.1032 0.1 0.1 0.1 0.2942
O 6.1808 -1.3083 2.0501 -0.1 -0.4 0.3 -0.5361
C 5.5131 -2.4950 2.5304 0.4 0.3 0.2 -0.3971
C 6.0479 -3.6996 1.7864 0.1 0.0 0.2 -0.3131
O 7.4781 -3.7813 1.8040 -0.9 0.0 0.1 -0.5055
H 6.5831 -0.8965 2.8183 0.0 0.2 -0.1 0.3125
H 5.6780 -2.6256 3.5999 0.1 0.1 0.1 0.3062
H 4.4389 -2.3783 2.3871 -0.1 -0.1 -0.2 0.2587
H 5.6236 -3.6478 0.7837 0.3 -0.2 -0.4 0.2505
H 5.6776 -4.6000 2.2765 0.0 -0.1 -0.1 0.2991
H 7.7876 -2.8860 1.6481 0.1 0.2 -0.1 0.3246
O -1.5078 2.8382 -7.6043 0.6 -2.2 1.5 -0.5141
C -1.7014 4.1109 -8.0695 -0.4 1.0 -0.5 -0.2867
C -0.7238 5.0824 -7.3959 0.5 0.2 -0.1 -0.4466
O 0.5758 5.0787 -7.9887 0.0 -0.1 -0.3 -0.5234
H -2.2637 2.2761 -7.7894 0.0 0.1 -0.1 0.2940
H -1.5874 4.0186 -9.1496 0.4 1.0 -0.3 0.2667
H -2.7384 4.4021 -7.9022 -0.1 0.5 0.2 0.3106
H -0.5186 4.8892 -6.3430 -0.9 -0.5 0.2 0.3090
H -1.0825 6.1116 -7.4008 -0.3 0.0 -0.4 0.2771
H 1.1487 4.6185 -7.3710 0.1 0.0 -0.3 0.3132
C -3.7376 8.0934 1.8705 -0.3 2.4 0.3 -0.4826
O -3.8349 7.1837 0.8621 0.4 -3.0 -1.2 -0.5075
H -4.7618 8.3799 2.1097 0.1 0.8 0.5 0.2190
H -3.2368 7.8457 2.8065 0.0 -1.1 -0.3 0.2314
H -3.1263 8.8988 1.4635 -0.3 0.8 0.5 0.2212
H -4.0127 7.6027 0.0168 0.0 0.2 0.3 0.3184
C -0.4319 1.5426 -1.0682 -1.3 -0.5 0.5 -0.5731
O -0.7891 2.3376 0.1207 1.3 -0.7 -1.4 -0.4844
H -0.0648 2.0564 -1.9567 -0.1 0.7 0.3 0.2383
H 0.2742 0.7257 -0.9192 0.2 0.4 1.0 0.2479
H -1.3547 1.0148 -1.3090 0.0 0.0 -0.5 0.2715
H -1.3672 3.0188 -0.2306 -0.1 0.1 0.2 0.3001
C 2.0954 4.2425 5.6573 3.2 0.7 -1.3 -0.5412
O 0.8476 3.7635 5.5318 -3.0 -0.6 0.6 -0.4908
H 2.5136 4.3082 4.6529 0.7 -0.1 -0.1 0.2333
H 2.2454 5.2672 5.9975 -1.0 0.1 0.5 0.2394
H 2.7683 3.6293 6.2566 0.0 -0.3 0.2 0.2301
H 0.7634 3.2034 4.7567 0.1 0.1 0.1 0.3289

---

2.
13
Properties=species:S:1:pos:R:3:forces:R:3:mulliken_charge:R:1 method="wB97M-V/def2-TZVPD" e_above_lowest_kcal_mol=138.31 e_homo_ev=-10.71 fmax_ha_per_bohr=0.0942 smiles="O=[N+]([O-])C1(O)COC1"
O 0.0871 2.2707 1.3913 -0.1 0.2 -1.0 -0.5260
N -0.1411 1.9628 0.2339 -0.1 0.4 -0.5 0.9520
O -0.6221 2.6516 -0.6629 0.5 0.5 1.4 -0.6448
C 0.0552 0.5567 -0.1323 -3.1 -1.7 -3.3 0.6785
O -0.2866 0.3714 -1.6778 1.2 0.7 3.9 -0.5174
C 1.1526 -0.3396 0.4189 0.0 1.7 -1.2 -0.5421
O 0.1914 -1.3263 0.7491 1.2 -1.1 0.6 -0.3699
C -0.8885 -0.4166 0.6984 0.2 0.2 -1.0 -0.5579
H -0.5017 1.2873 -1.9524 0.1 -0.5 0.2 0.3877
H 1.8874 -0.6273 -0.3685 -0.3 0.0 1.0 0.2968
H 1.4873 0.3246 1.2456 0.7 -1.3 0.1 0.2985
H -1.2045 -0.1788 1.7222 0.0 0.6 -0.4 0.2689
H -1.6891 -0.8013 0.0658 -0.1 0.1 0.2 0.2756

---

3.
23
Properties=species:S:1:pos:R:3:forces:R:3:mulliken_charge:R:1 method="wB97M-V/def2-TZVPD" e_above_lowest_kcal_mol=22.48 e_homo_ev=-12.82 total_charge=+1 fmax_ha_per_bohr=0.0208
C -2.3082 0.6195 -0.4556 0.2 -0.3 0.2 -0.9284
N 0.7222 2.4500 -1.3288 -0.7 0.3 0.5 -0.3442
C -0.5197 2.1269 -0.9400 0.0 -0.4 -0.2 0.1814
N -0.9110 0.9082 -0.7716 0.6 0.0 -0.5 -0.0674
H -2.6492 -0.2427 -1.0254 0.0 0.1 -0.2 0.3188
H -2.9218 1.4870 -0.6864 -0.1 -0.1 0.1 0.3562
H -2.4163 0.3366 0.5924 0.0 0.2 0.0 0.3165
H 1.4470 1.7637 -1.2170 0.3 0.1 -0.2 0.2110
H 0.9708 3.4264 -1.2945 0.2 -0.1 -0.1 0.2624
H -1.2358 2.9304 -0.7940 0.1 0.1 -0.1 0.3561
H -0.1575 0.0356 -1.0026 -0.9 0.4 0.5 0.2718
N 0.8544 -1.7108 2.6835 -0.2 0.3 -0.4 -0.6137
C 1.0615 -1.0441 1.3965 0.3 -0.6 0.0 -0.3228
C 0.4276 -1.8763 0.2920 -0.6 -0.3 0.2 -0.7582
N 0.6064 -1.2200 -1.0276 0.3 -0.3 0.1 -0.5858
H -0.1393 -1.6548 2.8887 0.1 -0.2 0.2 0.2325
H 1.3175 -1.1868 3.4155 0.1 -0.1 0.1 0.2550
H 2.1383 -1.0062 1.1843 -0.1 0.2 0.2 0.3597
H 0.6607 -0.0260 1.3845 0.0 0.2 -0.2 0.2697
H 0.8094 -2.8942 0.2697 0.5 0.0 0.2 0.3736
H -0.6386 -2.0409 0.5011 0.0 0.4 -0.2 0.3260
H 1.6096 -1.1205 -1.1695 0.0 0.0 -0.1 0.2727
H 0.2911 -1.8512 -1.7593 0.0 0.1 -0.1 0.2573

---

4.
103
Properties=species:S:1:pos:R:3:forces:R:3:mulliken_charge:R:1 method="wB97M-V/def2-TZVPD" e_above_lowest_kcal_mol=34.59 spin_multiplicity=4 e_homo_ev="-6.03 / -7.07" fmax_ha_per_bohr=0.0509 s_squared=3.788
V 0.0564 -0.8544 0.2825 -1.6 -0.4 -0.6 -0.5937
C 2.5312 -3.9576 -1.3663 -0.3 0.3 0.1 -2.0587
C 1.4475 -2.9309 -1.1589 0.4 -0.7 -0.8 0.1461
N 1.1587 -2.4540 0.0451 0.0 -0.1 0.0 0.6226
N 1.6811 -3.0651 1.1412 0.8 -0.8 1.0 -0.4516
C 1.0790 -2.9033 2.3286 -0.1 -0.4 -0.1 0.3503
N 1.6632 -3.4145 3.4416 0.2 0.1 -0.3 -0.4146
S -0.4359 -2.1967 2.4102 -0.3 0.2 -0.2 -0.3554
C 0.5398 -2.5372 -2.1793 0.1 -0.4 -0.2 0.9963
C 0.5067 -3.0997 -3.4752 0.1 0.1 0.1 -1.0064
C -0.5624 -2.8443 -4.2972 0.0 0.1 0.2 -0.7902
C -1.5937 -2.0261 -3.8335 0.1 0.0 0.1 -0.9791
C -1.4660 -1.4546 -2.5788 -0.6 0.0 -0.7 -0.1468
N -0.4367 -1.6736 -1.7815 0.2 0.1 0.6 0.4474
H 3.4308 -3.6946 -0.8027 0.1 0.0 -0.1 0.5308
H 2.8081 -4.0234 -2.4153 0.0 0.0 0.0 0.4917
H 2.2038 -4.9467 -1.0329 0.0 0.0 0.0 0.3271
H 2.5786 -3.5434 1.0854 -0.3 0.3 -0.1 0.3023
H 2.6549 -3.5911 3.4586 0.0 0.0 0.0 0.2092
H 1.2562 -3.0982 4.3071 0.0 -0.1 0.0 0.2658
H 1.2993 -3.7480 -3.8102 0.1 -0.1 0.0 0.3337
H -0.6187 -3.2894 -5.2789 0.0 0.0 -0.1 0.4301
H -2.4585 -1.8228 -4.4400 -0.2 0.1 0.0 0.4818
H -2.2372 -0.7928 -2.2001 0.1 0.0 0.0 0.3102
Cl -0.6729 1.0983 2.4930 0.0 0.4 0.4 0.0130
C -2.3493 1.4675 2.2942 -0.4 0.0 -0.2 0.1716
C -2.9899 2.3493 3.1436 0.1 0.0 0.1 -0.7112
C -4.3325 2.6320 2.9507 0.0 0.0 0.0 -0.5057
C -5.0221 2.0438 1.9018 0.0 0.1 0.0 -0.7241
C -4.3667 1.1790 1.0480 0.3 0.1 0.2 0.1895
Cl -5.2206 0.5030 -0.2913 -0.3 -0.1 -0.1 -0.1951
C -3.0143 0.8445 1.2297 0.3 0.0 0.2 0.2612
S -2.2408 -0.2728 0.1739 -0.8 -0.6 -0.4 -0.0980
H -2.4442 2.8069 3.9532 0.1 0.0 0.1 0.4666
H -4.8402 3.3177 3.6112 0.0 0.0 0.1 0.3807
H -6.0667 2.2639 1.7464 -0.1 0.0 -0.1 0.4291
C 0.4303 0.9073 -3.8462 0.0 0.0 -0.4 -1.2190
N 0.7721 1.6650 -2.6349 -0.2 -0.2 0.4 0.4140
P 1.7934 0.6939 -1.5881 0.6 0.9 -0.5 1.9726
C 3.1647 0.3982 -2.7748 -0.2 -0.4 0.1 -0.0904
C 3.8849 -0.7803 -2.6361 -0.1 0.0 0.0 -0.9744
C 4.9164 -1.0874 -3.5060 0.2 -0.1 -0.1 -0.6127
C 5.2414 -0.2085 -4.5248 0.1 0.0 0.0 -0.7363
C 4.5403 0.9808 -4.6615 0.1 0.0 -0.1 -0.7226
C 3.5107 1.2872 -3.7907 -0.1 0.0 0.1 -0.2473
C 2.5940 2.0031 -0.5839 0.1 -0.3 0.1 1.3472
C 1.9237 2.4323 0.5578 0.1 0.0 0.0 0.7269
C 2.4912 3.3625 1.4052 -0.1 0.0 0.1 -0.7489
C 3.7510 3.8668 1.1303 0.0 0.0 0.0 -1.2554
C 4.4183 3.4579 -0.0098 0.2 0.1 0.1 -1.0992
C 3.8501 2.5266 -0.8607 -0.1 -0.1 0.0 -0.4824
P -0.6164 2.0928 -1.6428 0.2 1.0 -0.6 0.5831
C -1.7120 2.8520 -2.9093 -0.1 -0.2 0.2 0.8263
C -1.2281 3.6951 -3.9039 0.0 0.0 0.0 -0.0482
C -2.1061 4.3527 -4.7416 0.1 0.1 -0.1 -0.7959
C -3.4743 4.1814 -4.5932 -0.1 0.0 0.0 -0.6379
C -3.9607 3.3309 -3.6163 -0.2 0.1 -0.1 -0.4212
C -3.0818 2.6651 -2.7775 0.2 -0.1 0.1 -0.7907
C -0.0648 3.7233 -0.9819 -0.2 0.0 0.1 0.7758
C -0.7743 4.1723 0.1278 0.0 -0.1 -0.1 -0.7456
C -0.4050 5.3355 0.7762 0.0 0.1 0.1 -0.7865
C 0.6837 6.0603 0.3202 0.0 0.1 0.1 -0.6667
C 1.3677 5.6397 -0.8080 0.1 0.1 -0.1 -0.6915
C 0.9943 4.4808 -1.4647 -0.1 0.1 0.0 -0.1023
H 1.1673 1.1206 -4.6210 -0.1 -0.1 -0.1 0.3345
H -0.5473 1.2133 -4.2173 0.1 -0.1 0.0 0.5095
H 0.4140 -0.1718 -3.6847 0.0 0.0 -0.1 0.1942
H 3.6251 -1.4525 -1.8310 0.0 -0.1 0.0 0.3896
H 5.4647 -2.0125 -3.3939 0.0 0.0 0.0 0.4552
H 6.0534 -0.4392 -5.1985 0.0 0.0 -0.1 0.3902
H 4.8036 1.6710 -5.4508 0.0 0.1 0.0 0.4526
H 2.9764 2.2230 -3.8836 -0.1 0.0 0.0 0.3218
H 0.9478 2.0208 0.7757 0.1 0.2 0.1 -0.9915
H 1.9469 3.6970 2.2748 -0.1 0.0 0.1 0.5553
H 4.2085 4.5773 1.8018 0.0 0.1 0.1 0.4558
H 5.3941 3.8582 -0.2405 0.1 0.0 0.0 0.4294
H 4.4051 2.2079 -1.7293 0.0 0.0 0.0 0.4123
H -0.1638 3.8337 -4.0202 0.1 0.1 0.0 0.2804
H -1.7208 5.0161 -5.5018 0.0 0.1 -0.1 0.4310
H -4.1548 4.7211 -5.2358 -0.1 0.0 -0.1 0.3831
H -5.0260 3.1939 -3.5013 -0.1 0.0 0.0 0.4657
H -3.4510 1.9980 -2.0112 -0.1 -0.1 0.1 0.2707
H -1.6111 3.5869 0.4897 -0.1 -0.1 0.1 0.5029
H -0.9517 5.6672 1.6461 -0.1 0.0 0.1 0.4623
H 1.0032 6.9476 0.8480 0.0 0.1 0.0 0.3949
H 2.2099 6.2116 -1.1703 0.1 0.0 0.0 0.4181
H 1.5465 4.1508 -2.3325 0.1 -0.1 0.0 0.0671
F 7.4517 -0.4657 6.0720 0.0 -0.2 -0.2 -0.2899
C 6.4628 0.4411 6.1356 0.4 0.2 0.4 0.7891
F 7.0639 1.6488 6.0656 -0.1 0.1 -0.1 -0.2594
F 5.9651 0.3582 7.3863 -0.3 0.0 -0.1 -0.2659
C 5.4226 0.2676 5.0745 -0.1 -0.1 -0.1 0.3217
C 4.2553 1.0298 5.1349 0.4 -0.1 0.1 -1.1135
C 3.3034 0.9137 4.1472 0.0 -0.1 -0.3 -0.0542
C 3.4962 0.0306 3.0728 0.5 0.0 0.6 -0.3682
C 4.6727 -0.7314 3.0317 -0.2 0.1 -0.2 -0.4325
C 5.6288 -0.6116 4.0156 0.1 0.2 0.4 -0.7912
C 2.5042 -0.1340 2.0892 -0.6 -0.1 -0.8 1.1347
C 1.6105 -0.2987 1.2729 1.8 0.7 1.8 0.0296
H 4.1059 1.7130 5.9589 0.0 0.0 0.1 0.4097
H 2.3994 1.5046 4.1801 -0.1 0.0 0.0 0.4348
H 4.8320 -1.4042 2.2001 0.0 0.0 -0.1 0.5170
H 6.5369 -1.1938 3.9637 0.0 0.0 0.0 0.4558